--- 1 ---
Here is the ion C5H8N with charge +1 from OMol25. Energies are from the ωB97M-V functional and the def2-TZVPD basis.

Lowest unoccupied orbital energy, eV: -3.61
SMILES: [NH3+][C@@H]1[C@H]2[C@@H]3C[C@@]213
E_HOMO, hartree: -0.488
Frontier orbital gap, eV: 9.674
Charge: +1

Structure (XYZ):
```
14
Properties=species:S:1:pos:R:3:nbo_charge:R:1
N 0.91 1.04 1.37 -0.659
C 0.42 0.55 -0.03 -0.059
C -0.67 -0.64 -1.56 -0.108
C -0.33 -0.73 0.02 -0.080
C -0.83 -1.85 -0.82 -0.370
C -0.99 0.48 -0.51 -0.235
H 1.27 1.94 1.36 0.428
H 0.05 -0.34 -2.22 0.220
H 1.63 0.44 1.74 0.442
H 1.25 0.81 -0.52 0.199
H -0.15 -2.79 -1.17 0.279
H -1.85 -2.02 -0.41 0.261
H 0.12 1.01 1.96 0.433
H -1.81 1.13 -0.25 0.250
```

=====

--- 2 ---
Here is the ion C5H8N with charge +1 from OMol25. Energies are from the ωB97M-V functional and the def2-TZVPD basis.

Lowest unoccupied orbital energy (alpha / beta), eV: -5.34 / -5.49
E_HOMO (alpha / beta), hartree: -0.481 / -0.489
Frontier orbital gap (alpha / beta), eV: 7.737 / 7.821
Charge: +1

Structure (XYZ):
```
14
Properties=species:S:1:pos:R:3:nbo_charge:R:1
N -0.20 -0.32 -1.07 -0.453
C -0.87 0.87 -0.37 -0.227
C 0.03 1.11 -1.50 -0.156
C 0.39 -1.02 1.82 -0.248
C 0.66 -1.24 -0.48 0.300
C 1.26 -1.14 0.75 -0.377
H -0.79 -0.81 -1.66 0.443
H 1.06 1.32 -1.48 0.252
H -0.63 -0.80 1.79 0.193
H 0.79 -1.28 2.73 0.220
H -0.46 1.11 0.57 0.252
H 2.28 -1.39 1.08 0.289
H -1.91 1.01 -0.39 0.264
H -0.35 1.29 -2.46 0.247
```

=====

--- 3 ---
Here is the ion C5H8N with charge +1 from OMol25. Energies are from the ωB97M-V functional and the def2-TZVPD basis.

Lowest unoccupied orbital energy, eV: -4.75
SMILES: C=CC[NH+]1C=C1
E_HOMO, hartree: -0.520
Frontier orbital gap, eV: 9.413
Charge: +1

Structure (XYZ):
```
14
Properties=species:S:1:pos:R:3:nbo_charge:R:1
N -1.23 -0.24 -0.44 -0.420
C 1.33 0.23 -0.28 -0.163
C 2.58 0.05 0.05 -0.369
C -2.13 0.96 -0.44 0.046
C -2.57 -0.15 0.08 0.039
C -0.15 -0.44 0.64 -0.292
H 0.04 -1.51 0.96 0.253
H -2.05 1.97 -0.29 0.270
H -0.42 0.22 1.49 0.228
H 0.87 0.68 -1.15 0.188
H -0.90 -0.79 -1.30 0.446
H 3.26 0.35 -0.74 0.236
H -3.38 -0.94 0.22 0.305
H 2.94 -0.09 1.04 0.235
```

=====

--- 4 ---
Here is the ion C5H8N with charge +1 from OMol25. Energies are from the ωB97M-V functional and the def2-TZVPD basis.

Lowest unoccupied orbital energy, eV: -3.79
SMILES: CC1=C[C@@H]2[NH2+][C@H]12
E_HOMO, hartree: -0.517
Frontier orbital gap, eV: 10.273
Charge: +1

Structure (XYZ):
```
14
Properties=species:S:1:pos:R:3:nbo_charge:R:1
N -0.29 1.55 0.69 -0.541
C 0.14 -1.14 -1.65 -0.698
C -0.07 -0.60 -0.33 0.083
C 0.70 0.61 0.19 -0.116
C -0.67 -0.90 0.88 -0.176
C -0.03 0.36 1.50 -0.041
H 0.26 2.47 0.97 0.461
H -1.42 -1.45 1.23 0.236
H -1.08 1.80 0.02 0.459
H -0.20 -2.30 -1.58 0.259
H -0.57 -0.73 -2.36 0.261
H 0.37 0.64 2.57 0.278
H 1.76 0.84 0.00 0.269
H 1.11 -1.15 -2.14 0.265
```

=====

So which one wins? Going from most stable to least: 4, 1, 3, 2.

=====

--- 1 ---
Here is the ion C5H8N with charge +1 from OMol25. Energies are from the ωB97M-V functional and the def2-TZVPD basis.

Lowest unoccupied orbital energy, eV: -5.18
SMILES: CC1=[NH+]CC=C1
E_HOMO, hartree: -0.564
Frontier orbital gap, eV: 10.173
Charge: +1

Structure (XYZ):
```
14
Properties=species:S:1:pos:R:3:nbo_charge:R:1
N 0.26 -0.61 0.90 -0.454
C -0.10 0.72 1.48 -0.292
C -0.64 1.79 0.34 -0.012
C 0.08 -0.39 -0.40 0.386
C -0.40 0.97 -0.76 -0.301
C 0.33 -1.48 -1.26 -0.745
H 0.55 -1.36 1.51 0.469
H -0.53 0.75 2.50 0.267
H 1.31 -2.10 -1.17 0.298
H -0.33 -2.42 -1.13 0.302
H 0.16 -1.23 -2.32 0.268
H -0.54 1.30 -1.84 0.274
H -1.00 2.81 0.51 0.283
H 0.85 1.24 1.63 0.256
```

=====

--- 2 ---
Here is the ion C5H8N with charge +1 from OMol25. Energies are from the ωB97M-V functional and the def2-TZVPD basis.

Lowest unoccupied orbital energy (alpha / beta), eV: -6.69 / -6.69
E_HOMO (alpha / beta), hartree: -0.529 / -0.528
Frontier orbital gap (alpha / beta), eV: 7.692 / 7.689
Charge: +1

Structure (XYZ):
```
14
Properties=species:S:1:pos:R:3:nbo_charge:R:1
N -0.11 -0.24 -0.64 -0.485
C 0.77 1.49 2.33 -0.021
C 0.04 -0.51 0.88 -0.243
C -0.06 1.42 -0.05 0.412
C -1.28 -0.43 -1.41 -0.446
C 0.43 0.92 1.14 -0.404
H 0.94 0.85 3.18 0.231
H -1.09 -0.38 -2.46 0.251
H 0.96 2.62 2.39 0.257
H -1.89 -1.26 -0.92 0.236
H 0.65 -0.62 -1.26 0.454
H -0.93 -0.82 1.51 0.264
H -1.94 0.37 -1.31 0.237
H 0.81 -1.31 1.07 0.257
```

=====

--- 3 ---
Here is the ion C5H8N with charge +1 from OMol25. Energies are from the ωB97M-V functional and the def2-TZVPD basis.

Lowest unoccupied orbital energy, eV: -6.78
E_HOMO, hartree: -0.556
Frontier orbital gap, eV: 8.350
Charge: +1

Structure (XYZ):
```
14
Properties=species:S:1:pos:R:3:nbo_charge:R:1
N -1.98 0.22 -0.69 -0.310
C 0.25 0.10 -0.08 0.606
C -0.53 -0.31 1.06 -0.681
C -0.62 0.39 -1.21 -0.474
C 2.03 0.09 -0.01 -0.661
C -1.93 -0.23 0.49 0.108
H -2.84 -0.40 0.92 0.233
H 2.32 -0.45 0.93 0.255
H -0.59 1.48 -1.42 0.341
H -0.42 -0.10 -2.15 0.319
H -0.39 0.13 2.06 0.343
H -0.25 -1.39 1.16 0.354
H 2.40 -0.62 -0.83 0.271
H 2.56 1.09 -0.24 0.295
```

=====

So which one wins? Going from most stable to least: 1, 3, 2.

=====

--- 1 ---
Here is an isolated molecule of C2H6N2S from OMol25. Energies are from the ωB97M-V functional and the def2-TZVPD basis.

Lowest unoccupied orbital energy, eV: 0.92
SMILES: NC/C=N/S
E_HOMO, hartree: -0.333
Frontier orbital gap, eV: 9.973

Structure (XYZ):
```
11
Properties=species:S:1:pos:R:3:nbo_charge:R:1
S 2.12 -0.07 -0.14 0.097
N -2.48 -0.57 -0.39 -0.829
N 0.43 -0.13 0.45 -0.509
C -0.35 0.58 -0.21 0.102
C -1.76 0.42 0.34 -0.263
H -3.48 -0.34 -0.17 0.363
H -1.54 0.08 1.30 0.190
H -2.19 -1.52 -0.01 0.368
H -0.11 1.36 -0.93 0.168
H -2.22 1.37 0.27 0.190
H 2.52 -1.08 0.66 0.124
```

=====

--- 2 ---
Here is an isolated molecule of C2H6N2S from OMol25. Energies are from the ωB97M-V functional and the def2-TZVPD basis.

Lowest unoccupied orbital energy, eV: 0.91
SMILES: CC(=S)NN
E_HOMO, hartree: -0.308
Frontier orbital gap, eV: 9.279

Structure (XYZ):
```
11
Properties=species:S:1:pos:R:3:nbo_charge:R:1
S -0.76 -1.90 -0.01 -0.171
N 2.04 -0.55 -0.02 -0.648
N 0.83 0.16 -0.07 -0.415
C -0.42 -0.32 -0.06 0.083
C -1.49 0.74 -0.02 -0.671
H -1.03 1.74 0.10 0.200
H 0.96 1.16 0.14 0.381
H -2.14 0.73 -0.94 0.251
H 2.11 -1.02 0.88 0.363
H -2.15 0.52 0.84 0.250
H 2.04 -1.26 -0.83 0.377
```

=====

So which one wins? Going from most stable to least: 2, 1.

=====

--- 1 ---
Here is a cluster of 2 separate species, C2H6N2S in total from OMol25. Energies are from the ωB97M-V functional and the def2-TZVPD basis.

Lowest unoccupied orbital energy, eV: -0.63
E_HOMO, hartree: -0.344
Frontier orbital gap, eV: 8.717

Structure (XYZ):
```
11
Properties=species:S:1:pos:R:3:nbo_charge:R:1
S -2.21 -0.50 -0.16 0.061
N 1.24 0.46 0.06 -0.418
N -1.17 0.94 -0.57 -0.689
C 0.09 0.92 -0.09 0.240
C 1.39 -0.95 -0.29 -0.477
H 0.10 2.05 0.34 0.131
H 1.43 -1.63 0.63 0.205
H -2.09 1.66 0.34 0.412
H -1.82 -0.76 1.35 0.123
H 0.53 -1.32 -0.89 0.194
H 2.50 -0.88 -0.73 0.218
```

=====

--- 2 ---
Here is an isolated molecule of C2H6N2S from OMol25. Energies are from the ωB97M-V functional and the def2-TZVPD basis.

Lowest unoccupied orbital energy, eV: 0.95
SMILES: NC/C=N/S
E_HOMO, hartree: -0.328
Frontier orbital gap, eV: 9.871

Structure (XYZ):
```
11
Properties=species:S:1:pos:R:3:nbo_charge:R:1
S -3.01 -0.33 0.06 0.157
N -1.48 0.40 -0.21 -0.539
N 1.82 -0.65 -0.14 -0.829
C 0.89 0.42 0.19 -0.272
C -0.48 -0.16 0.35 0.093
H 1.64 -0.96 -1.08 0.357
H -3.69 0.51 -0.71 0.114
H 0.84 1.26 -0.51 0.188
H 2.81 -0.29 -0.07 0.364
H 1.21 0.85 1.14 0.203
H -0.55 -1.05 0.99 0.163
```

=====

So which one wins? Going from most stable to least: 2, 1.

=====

--- 1 ---
Here is an isolated molecule of C10H20N2O3 from OMol25. Energies are from the ωB97M-V functional and the def2-TZVPD basis.

Lowest unoccupied orbital energy, eV: 0.67
SMILES: CC(C)[C@H](N)C(=O)N[C@H](C(=O)O)C(C)C
E_HOMO, hartree: -0.358
Frontier orbital gap, eV: 10.413

Structure (XYZ):
```
35
Properties=species:S:1:pos:R:3:nbo_charge:R:1
O -0.52 2.58 -0.08 -0.710
O -2.60 1.79 -0.61 -0.574
O 1.37 0.67 2.60 -0.570
N 1.07 -1.88 0.20 -0.806
N -0.47 0.07 1.39 -0.642
C -1.50 1.48 -0.19 0.789
C -3.20 -0.72 1.28 -0.633
C -2.29 -0.91 0.02 -0.202
C 0.95 0.10 1.60 0.720
C -3.19 -0.81 -1.25 -0.631
C 1.77 -0.62 0.52 -0.186
C 3.58 -0.58 -1.18 -0.617
C -1.13 0.11 0.15 -0.198
C 2.73 1.50 -0.18 -0.651
C 2.30 0.10 -0.70 -0.252
H 1.57 -2.19 -0.61 0.353
H -3.74 -1.73 -1.26 0.211
H 0.23 -1.22 -0.04 0.367
H -0.97 0.47 2.10 0.398
H 4.30 0.10 -1.75 0.236
H -2.64 -0.84 2.22 0.214
H -3.76 0.27 1.29 0.219
H 3.29 1.59 0.80 0.233
H -1.82 -1.89 0.21 0.233
H 1.48 0.28 -1.44 0.202
H 4.05 -1.00 -0.24 0.215
H -0.41 0.10 -0.65 0.242
H 3.47 2.02 -0.92 0.204
H 1.95 2.35 -0.15 0.244
H 3.32 -1.55 -1.70 0.205
H -2.72 -0.81 -2.24 0.213
H -1.16 3.27 -0.12 0.490
H -3.90 -0.02 -1.42 0.241
H 2.71 -0.65 1.10 0.219
H -4.08 -1.45 1.26 0.225
```

=====

--- 2 ---
Here is an isolated molecule of C10H20N2O3 from OMol25. Energies are from the ωB97M-V functional and the def2-TZVPD basis.

Lowest unoccupied orbital energy, eV: 0.48
SMILES: CC(C)[C@H](N)C(=O)N[C@H](C(=O)O)C(C)C
E_HOMO, hartree: -0.348
Frontier orbital gap, eV: 9.949

Structure (XYZ):
```
35
Properties=species:S:1:pos:R:3:nbo_charge:R:1
O -0.95 2.22 -2.01 -0.611
O 0.65 -2.48 -0.15 -0.687
O -1.09 -2.22 -1.64 -0.583
N 0.96 1.76 1.10 -0.872
N -1.18 0.48 -0.52 -0.624
C -0.49 1.57 -1.03 0.687
C 1.94 1.43 -1.20 -0.197
C 2.18 -0.09 -0.90 -0.628
C 3.21 2.33 -0.88 -0.610
C -2.14 -1.18 1.10 -0.209
C -0.50 -1.90 -0.60 0.793
C -0.99 -0.66 0.29 -0.143
C -1.74 -2.41 1.97 -0.622
C -3.42 -1.26 0.28 -0.631
C 0.74 2.05 -0.37 -0.154
H -1.99 -2.17 3.02 0.220
H 4.18 1.85 -1.29 0.210
H -2.11 -0.41 1.98 0.204
H 3.23 -0.25 -1.21 0.218
H 3.33 2.41 0.19 0.191
H 1.73 1.58 -2.27 0.226
H 2.12 -0.34 0.11 0.197
H -0.08 -0.44 0.90 0.226
H -4.16 -1.73 0.83 0.216
H 1.78 2.24 1.52 0.380
H -3.31 -1.73 -0.70 0.238
H 0.97 -2.15 0.71 0.497
H 1.55 -0.84 -1.48 0.227
H -1.82 0.26 -1.22 0.403
H -2.29 -3.38 1.79 0.227
H -3.76 -0.27 0.14 0.218
H 0.12 1.96 1.57 0.367
H 3.16 3.29 -1.41 0.220
H 0.78 3.09 -0.55 0.211
H -0.61 -2.63 1.93 0.196
```

=====

So which one wins? Going from most stable to least: 2, 1.

=====

--- 1 ---
Here is a cluster of 2 separate species, C6H12N2 in total from OMol25. Energies are from the ωB97M-V functional and the def2-TZVPD basis.

Lowest unoccupied orbital energy, eV: 0.24
SMILES: C=C=C=N.CN(C)C
E_HOMO, hartree: -0.309
Frontier orbital gap, eV: 8.638

Structure (XYZ):
```
20
Properties=species:S:1:pos:R:3:nbo_charge:R:1
N -2.90 2.07 2.37 -0.613
N 0.40 -0.64 -0.54 -0.440
C -0.60 2.00 1.53 -0.149
C -0.91 -1.25 -0.73 -0.410
C 1.36 -1.62 -0.07 -0.418
C 0.87 -0.01 -1.82 -0.421
C 0.70 1.89 1.36 -0.331
C -1.84 1.83 1.78 0.292
H 1.09 1.02 0.85 0.230
H -0.89 -2.06 -1.47 0.160
H 1.41 2.62 1.74 0.203
H 0.17 0.75 -2.14 0.206
H -3.73 1.52 2.15 0.361
H 0.97 -0.77 -2.60 0.167
H 1.50 -2.45 -0.77 0.163
H 1.87 0.42 -1.68 0.199
H 1.04 -2.03 0.89 0.203
H 2.34 -1.16 0.04 0.196
H -1.25 -1.65 0.22 0.201
H -1.60 -0.48 -1.08 0.202
```

=====

--- 2 ---
Here is a structure of composition C6H12N2 from OMol25. Energies are from the ωB97M-V functional and the def2-TZVPD basis.

Lowest unoccupied orbital energy (alpha / beta), eV: -0.69 / -0.63
E_HOMO (alpha / beta), hartree: -0.270 / -0.301
Frontier orbital gap (alpha / beta), eV: 6.651 / 7.545

Structure (XYZ):
```
20
Properties=species:S:1:pos:R:3:nbo_charge:R:1
N 0.76 -0.17 1.91 -0.578
N -0.30 -1.50 -1.16 -0.458
C -0.65 1.06 0.40 -0.235
C -1.44 -1.77 -0.57 -0.191
C 0.29 -0.29 -1.28 0.136
C -0.53 0.09 1.58 -0.226
C 1.80 -0.37 -1.27 -0.679
C 0.05 2.23 0.43 -0.310
H -1.15 0.47 2.41 0.196
H -1.68 1.17 0.07 0.206
H -0.31 3.13 -0.05 0.198
H -0.10 0.30 -2.10 0.173
H 2.13 -0.68 -0.28 0.255
H 0.97 2.30 1.01 0.202
H -1.62 -2.85 -0.48 0.183
H 2.13 -1.16 -1.95 0.233
H -1.12 -1.05 1.00 0.213
H -2.35 -1.28 -0.93 0.153
H 0.88 -0.16 2.92 0.321
H 2.24 0.55 -1.65 0.206
```

=====

So which one wins? Going from most stable to least: 1, 2.